1.
Molecular formula: C7H10N3OS
Method: DFT, wB97M-V/def2-TZVPD

```
22
Properties=species:S:1:pos:R:3:forces:R:3:mulliken_charge:R:1
C 1.6571 -0.7124 1.1733 4.23 -0.43 1.05 -0.049
C 0.3190 -0.6076 0.9783 -1.53 3.41 -3.79 -0.124
C 0.1857 0.7592 -0.6413 -0.79 -2.48 5.18 0.334
C -0.7579 -1.1685 1.5762 2.76 -1.11 1.63 0.818
C 1.3452 0.4073 -2.8249 1.12 0.07 -1.54 -0.358
C 1.7000 -0.8147 -2.0433 1.68 1.37 1.06 -0.521
C -1.3201 2.2579 1.2151 0.22 -0.99 -0.64 -0.791
N 2.8304 -0.8023 1.3295 -3.11 0.23 -0.53 -0.483
N -0.4820 -1.9708 2.6606 -3.83 -0.22 0.30 -0.440
N 0.8641 0.2180 -1.5403 -0.74 0.89 0.57 0.049
O -1.9697 -0.9849 1.1720 -0.99 1.18 -0.93 -0.422
S -0.5186 2.3139 -0.4459 -0.03 -0.58 -0.28 0.033
H 2.2415 1.0074 -2.8608 -0.33 0.76 -0.56 0.267
H 0.5856 0.4412 -3.5869 0.17 -0.08 -0.39 0.310
H 1.3405 -1.7700 -2.1194 -1.24 -2.08 -0.52 0.278
H 2.6933 -0.7376 -1.5871 -0.26 -0.30 -0.24 0.298
H -0.6072 1.8373 1.8682 1.12 -0.46 0.75 0.329
H -2.1647 1.5490 1.2657 -0.05 1.06 -0.40 0.262
H -1.4158 3.2867 1.5401 -0.68 0.10 -0.30 0.394
H 0.4890 -2.0787 2.8976 -0.16 -0.27 0.60 0.222
H -1.3477 -2.2591 3.2802 3.08 0.63 -1.46 0.248
H -2.5806 -1.6461 1.4656 -0.62 -0.71 0.44 0.347
```
Positions in Å, forces in eV/Å.

Values from the calculation:
Frontier orbital gap   8.28 eV
Molecular weight   184.24 g mol⁻¹
E_LUMO   -4.047 eV
Total charge   +1
E_tot   -910.0035 Ha
HOMO energy   -0.4530 hartree

2.
Molecular formula: C7H10N3P2
Method: DFT, wB97M-V/def2-TZVPD

```
22
Properties=species:S:1:pos:R:3:forces:R:3:mulliken_charge:R:1
C 3.6371 0.3780 -0.2112 -0.69 -0.83 0.73 -0.262
C 2.8829 1.4912 -0.6659 1.25 -1.24 0.32 -0.680
C 2.9662 -0.7434 0.3861 0.02 1.89 -1.86 -0.759
C 1.4955 1.3563 -0.6394 -0.93 2.47 -0.38 -0.114
C 1.5759 -0.8275 0.3355 -0.27 -1.38 1.16 -0.204
C 0.8514 0.2083 -0.2218 -1.66 0.55 0.09 0.444
C -0.7058 0.1574 -0.2961 0.31 -0.30 0.23 0.801
N -1.4906 1.1634 -0.2512 -2.98 0.05 -0.22 -0.739
N -3.7178 1.1915 1.2309 2.53 -1.26 -1.69 -0.360
N -1.2094 -1.1205 -0.3907 0.24 -0.38 -0.01 -0.396
P -3.4624 0.8809 -0.3826 3.74 1.20 1.11 0.299
P -2.8961 -1.5758 -0.4695 2.62 1.99 -0.44 0.054
H 4.7506 0.3008 -0.2260 -1.10 0.54 -0.11 0.334
H 3.4691 2.3634 -1.0197 -1.00 -0.46 0.21 0.368
H 3.5893 -1.5323 0.7068 0.27 -0.83 0.65 0.417
H 0.8088 2.2413 -0.8385 1.15 -1.19 -0.18 0.286
H 1.0170 -1.6665 0.8558 0.96 0.89 -0.82 0.296
H -2.9786 0.9615 1.9213 -1.04 0.54 -0.41 0.307
H -4.6552 1.2957 1.4711 -1.65 0.26 1.14 0.269
H -0.4876 -1.7885 -0.6235 -0.28 -0.36 0.06 0.342
H -2.9547 -2.2286 0.7043 -0.56 -1.03 1.25 0.136
H -2.4856 -2.5067 -1.3757 -0.92 -1.10 -0.83 0.162
```
Positions in Å, forces in eV/Å.

Values from the calculation:
Frontier orbital gap   7.49 eV
Molecular weight   198.13 g mol⁻¹
E_LUMO   -4.938 eV
Total charge   +1
E_tot   -1119.4246 Ha
SMILES   [NH2+]=P1=[PH2]NC(c2ccccc2)=N1
HOMO energy   -0.4568 hartree

3.
Molecular formula: C7H10N3P2
Method: DFT, wB97M-V/def2-TZVPD

```
22
Properties=species:S:1:pos:R:3:forces:R:3:mulliken_charge:R:1
C -2.1120 2.3666 0.8854 0.51 0.77 -1.64 -0.429
C -1.0789 1.8418 1.6288 0.02 -0.78 -0.31 -0.744
C -2.1862 2.0179 -0.4949 3.52 -1.64 2.89 -0.704
C -0.1624 0.9329 1.0982 -0.93 0.48 0.63 -0.173
C -1.2334 1.1643 -1.0393 0.79 -0.59 -0.17 -0.381
C -0.2162 0.5454 -0.2354 -2.19 1.85 0.20 0.184
C 0.6187 -0.5132 -0.6473 1.30 -3.07 4.75 0.892
N 1.1059 -2.5497 2.6192 0.58 -0.13 0.75 -0.529
N 0.9686 -1.4608 0.4164 1.15 1.63 -4.97 -0.212
N 1.1884 -0.7075 -1.7771 -0.17 -0.07 -1.85 -0.204
P 0.1321 -1.6381 1.8645 -0.92 -1.27 1.31 0.183
P 2.3005 -2.0402 -2.0561 1.33 0.98 -1.42 -0.118
H -2.7033 3.2445 1.1925 0.01 -0.97 0.33 0.353
H -0.9683 1.9750 2.6715 -0.12 0.75 0.90 0.398
H -2.8292 2.5320 -1.0535 -2.64 1.60 -2.47 0.506
H 0.4799 0.5069 1.8623 0.55 0.54 -0.65 0.582
H -1.1730 0.9411 -2.1126 -0.55 0.19 0.38 0.257
H 0.9477 -2.7770 3.6085 -0.22 0.00 -0.71 0.285
H 1.7762 -2.0879 0.0760 -1.46 0.88 1.42 0.252
H 0.8404 -0.1743 -2.5651 0.26 0.28 0.09 0.325
H 1.3781 -2.8224 -2.7409 -0.12 -0.26 -0.54 0.131
H 2.9262 -1.2972 -3.2011 -0.68 -1.17 1.08 0.145
```
Positions in Å, forces in eV/Å.

Values from the calculation:
Frontier orbital gap   8.27 eV
Molecular weight   198.13 g mol⁻¹
E_LUMO   -4.450 eV
Total charge   +1
E_tot   -1119.4245 Ha
SMILES   [H]/N=P/N/C(=[NH+]\P)c1ccccc1
HOMO energy   -0.4675 hartree

4.
Molecular formula: C7H10N3S
Method: DFT, wB97M-V/def2-TZVPD

```
21
Properties=species:S:1:pos:R:3:forces:R:3:mulliken_charge:R:1
C -2.7924 -0.8772 0.4929 -1.76 -0.86 -0.52 -0.401
C -1.7916 -0.1359 0.0182 0.51 2.06 0.37 -0.417
C 2.9763 1.3573 0.0176 -0.46 0.82 1.44 -0.911
C 1.8954 0.5943 -0.2640 1.05 0.93 -1.27 0.139
C -0.3883 -0.3522 -0.0354 2.24 1.05 0.37 0.893
C 0.0506 1.7621 0.7522 0.41 3.40 2.08 -0.493
C 0.8755 -2.5263 -0.4859 0.59 0.49 0.88 -0.370
N 0.5164 0.7022 0.1307 -0.49 -1.52 0.40 0.191
N -2.4455 1.1059 -0.2344 0.10 0.33 -1.29 -0.422
N -0.0692 -1.6371 -0.2064 1.69 0.58 -0.42 -0.146
S -3.9889 0.2899 0.0497 0.05 0.90 -0.13 -0.021
H -3.0396 -1.8571 0.8662 0.55 0.00 0.25 0.434
H 3.9166 1.0672 -0.4295 -0.20 -0.20 -0.47 0.252
H 2.0169 -0.0522 -1.1238 -0.06 -0.49 0.31 0.398
H 0.6389 2.7395 0.5807 -1.07 -1.78 0.46 0.271
H -0.7243 1.7126 1.6017 1.15 -0.06 -1.98 0.284
H 1.8481 -2.4545 -0.0450 0.45 0.10 -0.36 0.342
H 3.1884 2.2563 0.7075 -1.22 -1.66 -0.84 0.275
H 0.4583 -3.3890 -0.9473 0.31 -0.76 0.00 0.289
H -2.2290 1.7407 -1.0780 -0.75 -1.74 1.58 0.314
H -0.9125 -2.0464 -0.3675 -3.09 -1.59 -0.86 0.102
```
Positions in Å, forces in eV/Å.

Values from the calculation:
Frontier orbital gap (alpha / beta)   6.08 / 7.01 eV
Molecular weight   168.25 g mol⁻¹
E_LUMO (alpha / beta)   -5.099 / -4.392 eV
Total charge   +1
E_tot   -834.7091 Ha
HOMO energy (alpha / beta)   -0.4107 / -0.4191 hartree

5.
Molecular formula: C7H10N4
Method: DFT, wB97M-V/def2-TZVPD

```
21
Properties=species:S:1:pos:R:3:forces:R:3:mulliken_charge:R:1
C 0.7368 -1.3332 2.1512 1.29 0.66 0.43 0.111
C -1.5224 0.1110 -0.1935 0.27 0.06 -0.08 -0.640
C -1.3994 -0.4272 1.2093 -1.69 -1.60 1.58 -0.809
C 0.2272 -1.6285 -1.3256 -2.05 1.71 0.95 -0.569
C -0.5413 -0.5722 -1.0991 1.85 -1.48 0.02 0.516
C 1.0445 1.3848 -1.5222 2.76 -1.71 -0.46 -0.909
C 0.3196 0.2211 -2.1756 -2.55 1.36 2.80 -0.674
N 1.9009 -0.7986 2.3835 0.54 0.34 0.39 -0.413
N 1.7429 0.4937 2.0157 3.93 0.35 0.66 -0.441
N 0.6241 0.7368 1.5553 -1.70 -0.08 0.08 -0.232
N -0.0351 -0.4172 1.6741 -3.14 2.09 -1.52 0.550
H -2.5327 -0.0170 -0.5962 0.07 0.16 0.30 0.457
H -1.2828 1.1563 -0.0720 -0.06 0.50 -0.72 0.319
H -2.1270 -0.0047 2.0284 1.42 -0.41 -1.80 0.274
H -1.6183 -1.4860 1.1133 -0.40 -0.30 0.37 0.380
H 0.4053 -2.2635 2.4083 -0.52 -2.37 0.36 0.464
H 1.6439 1.8558 -2.3715 -0.48 -0.23 1.53 0.335
H 1.7091 0.9526 -0.6532 -0.94 1.12 -1.96 0.176
H 0.3716 2.0790 -1.0773 -0.50 0.60 0.15 0.333
H -0.4744 0.5111 -2.8149 -0.51 0.51 -1.16 0.379
H 0.8076 -0.5541 -2.6379 2.40 -1.27 -1.91 0.392
```
Positions in Å, forces in eV/Å.

Values from the calculation:
Frontier orbital gap   10.39 eV
Molecular weight   150.19 g mol⁻¹
E_LUMO   0.536 eV
Total charge   0
E_tot   -491.5358 Ha
HOMO energy   -0.3622 hartree

6.
Molecular formula: C7H10N4
Method: DFT, wB97M-V/def2-TZVPD

```
21
Properties=species:S:1:pos:R:3:forces:R:3:mulliken_charge:R:1
C 3.0387 -0.6053 -0.3884 2.73 -0.54 -1.69 -0.190
C 3.3146 0.7615 -0.0997 -2.68 -0.78 0.25 -0.612
C 1.7690 -1.1785 -0.4273 0.31 1.80 1.00 -0.428
C 2.2377 1.5491 0.2205 -1.38 0.88 0.49 -0.036
C 0.7699 -0.2812 -0.0279 -3.98 -2.48 0.34 0.333
C -2.9062 0.7462 0.2673 -0.64 -0.83 -2.72 0.096
C -1.0939 -0.9472 0.1966 4.32 3.55 -1.22 0.498
N 0.9946 0.9964 0.2847 1.52 -0.89 -0.76 -0.082
N -3.8462 1.0740 -0.5817 -0.51 0.47 1.06 -0.279
N -1.0006 -2.2280 0.3895 -1.62 -0.05 0.52 -0.303
N -1.9982 -0.0885 -0.0837 1.81 -2.61 0.63 -0.341
H 3.8889 -1.2873 -0.8007 -1.35 1.45 1.14 0.342
H 4.1929 1.3058 -0.1020 2.26 0.10 -0.29 0.477
H 1.7386 -2.2415 -0.7026 -0.77 0.68 0.15 0.393
H 2.0747 2.6405 0.4686 1.60 -1.23 -0.43 0.362
H -2.8971 1.2402 1.1683 0.02 0.94 2.29 0.434
H -4.5592 1.6797 -0.1864 -0.13 -0.01 -0.71 0.289
H -4.0003 0.5598 -1.4395 -0.04 0.19 -0.03 0.277
H -0.2051 -2.7233 0.7445 0.69 0.30 -0.10 0.252
H -1.8623 -2.6968 0.6006 -0.58 -0.52 -0.13 0.281
H 0.3495 1.7247 0.4993 -1.58 -0.40 0.19 0.236
```
Positions in Å, forces in eV/Å.

Values from the calculation:
Frontier orbital gap   10.00 eV
Molecular weight   150.19 g mol⁻¹
E_LUMO   -7.798 eV
Total charge   +2
E_tot   -491.0833 Ha
HOMO energy   -0.6542 hartree

7.
Molecular formula: C7H10N4O
Method: DFT, wB97M-V/def2-TZVPD

```
22
Properties=species:S:1:pos:R:3:forces:R:3:mulliken_charge:R:1
C -4.1332 0.7636 0.7494 -0.20 0.22 -1.81 -0.906
C -3.6914 -0.3171 -0.2790 0.26 -0.31 0.12 -0.494
C -1.2221 -0.1651 -0.2699 -0.04 1.37 -1.15 0.432
C 1.2311 -0.3539 -0.0405 2.29 1.27 1.11 0.519
C 3.4644 -0.8120 0.1513 -0.27 0.42 -0.07 -0.076
C 3.7555 0.5534 0.0834 0.75 -1.13 -0.14 -0.499
C 2.6726 1.3848 0.0732 0.25 1.08 0.88 -0.077
H -4.2962 0.3474 1.7444 -0.19 -0.08 -0.16 0.290
H -5.0891 1.1728 0.2879 1.09 -0.07 1.09 0.279
H -3.3292 1.5247 0.8195 -0.73 -0.22 -0.16 0.292
H -3.6946 0.0249 -1.3462 0.14 0.07 1.13 0.312
H -4.4087 -1.1683 -0.2468 0.54 0.43 0.03 0.309
H -2.3698 -1.5065 0.7923 0.49 -0.64 0.53 0.267
H 0.0624 -1.8685 -0.1604 -0.73 -0.16 0.16 0.279
H 4.2393 -1.5641 0.2860 -0.06 0.14 -0.08 0.398
H 4.7643 0.9398 0.0906 0.01 -0.11 0.10 0.365
H 2.8012 2.4512 0.2861 0.00 -0.17 -0.51 0.374
N -2.3474 -0.8742 0.0305 -1.05 0.28 -0.62 -0.297
N -0.0167 -0.8673 -0.0745 -0.79 -0.47 -0.09 -0.103
N 2.2153 -1.2695 0.1164 -0.30 0.06 -0.52 -0.648
N 1.4369 0.9679 0.0440 -1.54 -0.70 -0.42 -0.444
O -1.2697 0.9534 -0.7720 0.10 -1.29 0.59 -0.573
```
Positions in Å, forces in eV/Å.

Values from the calculation:
Frontier orbital gap   9.86 eV
Molecular weight   166.18 g mol⁻¹
E_LUMO   0.858 eV
Total charge   0
E_tot   -567.0272 Ha
SMILES   CCNC(=O)Nc1ncccn1
HOMO energy   -0.3308 hartree

8.
Molecular formula: C7H10N4P
Method: DFT, wB97M-V/def2-TZVPD

```
22
Properties=species:S:1:pos:R:3:forces:R:3:mulliken_charge:R:1
C -1.3451 -2.6349 -0.9495 -4.11 -1.26 0.74 -0.407
C -0.1759 -3.3093 -0.8008 3.45 -0.59 -1.61 -0.513
C -1.5025 -1.3715 -0.3559 3.27 -1.27 0.17 -0.314
C 1.0102 -2.6287 -0.3672 0.26 -3.14 -0.99 -0.201
C -0.2712 -0.8535 0.1002 -1.44 1.08 -0.48 0.498
C 0.5779 1.2991 0.9463 0.25 3.79 -0.24 0.357
C 0.3524 2.8571 1.1624 -3.67 -2.16 -0.24 -1.095
N 0.9545 -1.4075 0.0416 -0.95 1.83 0.83 -0.457
N -0.9395 2.7787 -1.3332 -0.59 0.07 -0.87 -0.377
N -0.3995 0.5128 0.5313 -0.62 -0.10 1.64 0.015
N 1.7869 0.8928 0.9389 3.68 -2.18 -0.64 -0.243
P 0.0589 3.7517 -0.6809 0.46 -0.28 1.98 0.261
H -2.3172 -3.2335 -1.2896 2.35 1.52 0.40 0.285
H 0.0710 -4.2545 -1.3303 -0.85 0.44 0.77 0.349
H -2.3969 -0.8402 -0.1618 -0.79 0.30 -0.35 0.395
H 2.0515 -3.1575 -0.4024 -2.14 1.06 0.11 0.336
H 1.0054 3.4296 1.7779 1.47 -0.17 0.09 0.531
H -0.5856 2.8875 1.8704 1.04 0.26 -1.83 0.348
H -1.2342 3.1158 -2.2737 0.26 -0.42 0.68 0.290
H -1.3067 0.7917 0.9266 0.39 -0.26 -0.93 0.271
H 2.6091 1.5014 1.0178 -0.98 -0.08 0.23 0.257
H 1.9965 -0.1268 0.6320 -0.74 1.57 0.52 0.412
```
Positions in Å, forces in eV/Å.

Values from the calculation:
Frontier orbital gap   8.89 eV
Molecular weight   181.16 g mol⁻¹
E_LUMO   -3.902 eV
Total charge   +1
E_tot   -832.8396 Ha
SMILES   [H]/N=P/CC(=[NH2+])Nc1ccccn1
HOMO energy   -0.4700 hartree

For reference, energy relative to the best compared isomer or geometry (same formula, charge and spin) by record: 573.8, 82.8, 83.2, 545.2, 625.7, 71.1, 0.0, 64.9 kJ/mol.